1.
{
  "formula": "C29H36BN7Ti",
  "method": "the ωB97M-V functional and the def2-TZVPD basis",
  "symbols": ["Ti", "C", "C", "C", "C", "C", "C", "N", "N", "B", "N", "C", "C", "C", "N", "C", "C", "C", "N", "C", "C", "C", "N", "C", "C", "C", "H", "H", "H", "H", "H", "H", "H", "H", "H", "H", "H", "H", "H", "H", "H", "H", "H", "H", "H", "H", "H", "H", "H", "H", "H", "H", "H", "H", "C", "C", "C", "C", "N", "C", "C", "C", "C", "C", "C", "C", "H", "H", "H", "H", "H", "H", "H", "H"],
  "positions_angstrom": [[-0.02372, -0.58659, 0.30233], [1.29084, 5.04435, 0.65569], [1.98050, 4.69814, -0.66067], [3.49584, 4.63382, -0.47590], [1.42821, 3.43497, -1.26481], [1.86911, 2.74219, -2.41634], [0.95952, 1.72725, -2.57776], [0.07454, 1.79203, -1.55351], [0.36227, 2.84298, -0.75125], [-1.35397, 1.19533, -1.50421], [-1.25314, -0.39671, -1.71558], [-1.36008, -0.94221, -2.95767], [-2.08408, -2.09650, -2.87637], [-2.43108, -2.21202, -1.50749], [-1.93010, -1.20210, -0.82485], [-3.28691, -3.25921, -0.85162], [-2.77163, -4.66740, -1.14683], [-3.43955, -2.99919, 0.64461], [-1.94990, 1.50159, -0.14028], [-2.93884, 2.35936, 0.15421], [-3.01023, 2.48000, 1.52538], [-1.99031, 1.64354, 2.01460], [-1.36561, 1.07310, 0.99595], [-1.58857, 1.35496, 3.43374], [-0.33300, 0.48997, 3.50494], [-2.74557, 0.70735, 4.19703], [1.64449, 6.00731, 1.02769], [1.50668, 4.28645, 1.41293], [0.20967, 5.08429, 0.53616], [1.77222, 5.50260, -1.37565], [3.75535, 3.87358, 0.26288], [3.87675, 5.59111, -0.11667], [4.00912, 4.39058, -1.40749], [2.71217, 2.96492, -3.04922], [0.88759, 0.96481, -3.33619], [-2.07205, 1.62160, -2.36886], [-0.94895, -0.43644, -3.81618], [-2.35031, -2.76202, -3.67957], [-4.27768, -3.16206, -1.31065], [-1.75937, -4.79136, -0.76335], [-2.75509, -4.86925, -2.21917], [-3.41453, -5.41128, -0.67366], [-2.46805, -3.00529, 1.13794], [-4.06513, -3.76768, 1.10063], [-3.89634, -2.02587, 0.82559], [-3.50589, 2.82719, -0.63247], [-3.69281, 3.08459, 2.09710], [-1.36425, 2.31700, 3.90645], [-0.51406, -0.49666, 3.06534], [-0.03612, 0.33604, 4.54277], [0.50281, 0.95831, 2.97966], [-2.99037, -0.26243, 3.75784], [-3.64056, 1.32894, 4.16169], [-2.47926, 0.55139, 5.24365], [4.20561, 0.93964, -0.15049], [4.69890, -0.17700, -0.80479], [3.90520, -1.30088, -0.94700], [2.61167, -1.30693, -0.42463], [2.13760, -0.18667, 0.16358], [2.89960, 0.89662, 0.29921], [1.77377, -2.54629, -0.35427], [2.22249, -3.67527, -1.05318], [1.68315, -4.92008, -0.79077], [0.70675, -5.03909, 0.19116], [0.20735, -3.90448, 0.81311], [0.67761, -2.61560, 0.54624], [4.80771, 1.82417, -0.00783], [5.71048, -0.18392, -1.19035], [4.31079, -2.17806, -1.42429], [2.42557, 1.75476, 0.75981], [3.00347, -3.59777, -1.79794], [2.03771, -5.79239, -1.32454], [0.31335, -6.01692, 0.44549], [-0.58932, -4.03319, 1.53892]],
  "forces_ev_per_a": [[-0.19, 0.15, 0.33], [0.00, -0.01, -0.02], [0.00, 0.02, 0.05], [-0.01, -0.01, -0.04], [0.00, -0.15, 0.08], [-0.03, 0.05, -0.16], [0.13, -0.04, 0.21], [-0.05, -0.06, -0.01], [0.01, 0.29, -0.11], [-0.03, -0.17, -0.16], [-0.25, 0.32, -0.02], [0.08, -0.17, -0.04], [-0.01, 0.06, 0.01], [0.06, -0.09, 0.11], [-0.02, 0.11, 0.01], [0.02, 0.05, 0.03], [0.00, -0.01, 0.00], [-0.03, 0.00, -0.04], [-0.30, 0.29, -0.03], [0.06, -0.04, 0.07], [0.03, -0.02, 0.05], [0.03, 0.02, 0.00], [0.35, -0.48, -0.25], [-0.01, 0.02, -0.02], [-0.02, 0.04, -0.02], [0.00, -0.01, 0.00], [0.01, 0.00, -0.01], [-0.01, -0.01, -0.01], [0.00, 0.01, 0.02], [-0.01, 0.01, 0.01], [0.02, -0.02, 0.04], [0.01, 0.00, -0.01], [0.00, 0.00, 0.01], [-0.01, 0.01, 0.00], [0.02, -0.01, 0.00], [0.02, 0.15, 0.02], [-0.02, 0.00, -0.01], [0.00, 0.00, -0.01], [-0.01, -0.02, -0.01], [-0.02, -0.01, -0.02], [0.01, 0.00, 0.01], [-0.01, -0.01, -0.01], [0.02, 0.00, 0.02], [0.00, -0.01, -0.02], [0.01, 0.00, 0.02], [-0.01, 0.01, 0.00], [-0.01, 0.01, -0.01], [-0.02, 0.00, 0.00], [0.01, -0.01, 0.02], [0.00, -0.01, 0.00], [0.00, -0.01, 0.00], [0.00, 0.00, 0.00], [0.00, -0.01, 0.00], [0.01, 0.00, 0.00], [-0.07, 0.03, 0.03], [-0.02, -0.07, -0.02], [0.05, 0.10, 0.00], [0.19, 0.01, 0.14], [-0.46, -0.29, -0.09], [0.08, -0.01, -0.11], [0.32, -0.04, 0.05], [-0.11, -0.13, -0.01], [0.04, 0.07, -0.03], [-0.04, 0.03, 0.07], [-0.07, -0.10, 0.02], [0.26, 0.24, -0.14], [-0.01, 0.03, -0.01], [0.00, 0.01, 0.00], [0.00, -0.02, 0.02], [0.00, -0.02, 0.02], [0.01, -0.01, -0.01], [0.01, 0.00, 0.00], [0.00, 0.00, 0.00], [-0.02, -0.02, -0.01]],
  "total_charge": 0,
  "homo_energy_ha": [-0.2350, -0.3000],
  "s2": 2.01,
  "orbital_gap_ev": [6.729, 8.447],
  "e_lumo_ev": [0.34, 0.28],
  "multiplicity": 3
}

---

2.
{
  "formula": "C4H11N3",
  "method": "the ωB97M-V functional and the def2-TZVPD basis",
  "symbols": ["C", "C", "N", "C", "C", "N", "N", "H", "H", "H", "H", "H", "H", "H", "H", "H", "H", "H"],
  "positions_angstrom": [[-1.79260, 1.40717, 0.00013], [-1.01232, 0.25586, -0.53435], [-1.17017, -1.03971, 0.74381], [0.01134, -0.55302, 0.14116], [0.85850, -1.47636, -0.72577], [0.76687, 0.44594, 0.94565], [2.08545, 0.88064, 0.67006], [-1.38726, 2.35351, -0.36584], [-2.82441, 1.34655, -0.35519], [-1.78504, 1.37191, 1.08597], [-1.04422, 0.16368, -1.62046], [-1.23670, -2.04989, 0.64313], [0.21453, -2.09821, -1.34578], [1.45821, -2.12901, -0.08888], [1.50775, -0.92084, -1.40579], [0.66314, 0.23618, 1.93570], [2.64464, 0.14121, 0.24959], [2.04230, 1.66438, 0.02686]],
  "forces_ev_per_a": [[0.22, -0.18, 0.25], [-1.17, -2.33, -0.26], [0.18, 1.25, -0.67], [1.57, 2.86, -0.39], [-0.24, 0.13, 0.18], [0.12, -0.61, 1.96], [-0.29, -0.50, -0.37], [0.14, 0.00, 0.09], [0.08, -0.05, 0.03], [0.03, 0.26, -0.04], [-0.69, -0.81, 0.04], [-0.33, 0.08, -0.82], [-0.09, -0.04, 0.02], [0.06, 0.00, -0.04], [0.05, 0.01, 0.16], [0.27, -0.07, -0.20], [0.05, 0.14, 0.07], [0.03, -0.16, -0.02]],
  "total_charge": 0,
  "homo_energy_ha": -0.3054,
  "smiles": "C[C@@H]1N[C@]1(C)NN",
  "e_above_lowest_kcal_mol": 103.2,
  "orbital_gap_ev": 9.262,
  "e_lumo_ev": 0.95
}

---

The records above yield energy values of -64881.816, -8793.142 eV, respectively.